The following is a quantum chemistry calculation of C24H17F5MgN4O2Se as an isolated structure, from the Open Molecules 2025 dataset.

```
54
Properties=species:S:1:pos:R:3:nbo_charge:R:1
Mg 0.91 -0.44 0.02 1.780
O 0.92 3.16 1.91 -0.642
C 0.95 1.97 1.64 0.597
N 1.79 1.21 0.90 -0.865
C 2.95 1.89 0.33 -0.268
C 3.68 0.97 -0.66 0.251
C 4.88 1.32 -1.27 -0.244
C 5.43 0.45 -2.20 -0.145
C 4.71 -0.70 -2.51 -0.268
C 3.52 -0.97 -1.85 0.048
N 2.99 -0.13 -0.98 -0.564
C -0.15 1.14 2.29 0.171
C -0.97 1.64 3.35 -0.218
C -2.00 0.86 3.79 -0.151
C -2.16 -0.41 3.19 -0.253
C -1.29 -0.83 2.22 0.046
N -0.25 -0.13 1.81 -0.585
H 3.66 2.12 1.17 0.205
H 2.79 2.87 -0.18 0.225
H 5.37 2.21 -0.91 0.230
H 6.49 0.61 -2.51 0.232
H 5.05 -1.43 -3.27 0.228
H 2.98 -1.90 -2.00 0.195
H -0.70 2.67 3.70 0.265
H -2.71 1.26 4.50 0.230
H -2.95 -1.07 3.55 0.227
H -1.41 -1.87 1.88 0.189
O -0.55 -0.70 -1.31 -0.887
C -1.11 -2.03 -1.51 -0.120
C -0.14 -3.04 -1.06 0.228
C -0.31 -4.41 -1.25 -0.251
C 0.57 -5.30 -0.67 -0.111
C 1.59 -4.76 0.19 -0.260
C 1.60 -3.42 0.44 0.046
N 0.79 -2.52 -0.19 -0.606
H -1.18 -0.03 -1.68 0.489
H -1.23 -2.19 -2.57 0.218
H -2.14 -2.17 -1.10 0.234
H -1.15 -4.77 -1.82 0.237
H 0.45 -6.34 -0.86 0.230
H 2.42 -5.35 0.57 0.236
H 2.37 -3.09 1.14 0.214
F -5.23 4.45 1.25 -0.294
C -4.52 3.59 0.50 0.251
C -4.86 2.26 0.34 0.282
F -5.86 1.76 1.10 -0.314
C -4.27 1.52 -0.64 0.291
F -4.60 0.24 -0.78 -0.305
C -3.24 2.04 -1.46 -0.274
Se -2.51 0.99 -2.88 -0.414
C -2.82 3.34 -1.23 0.297
F -1.78 3.80 -1.94 -0.296
C -3.48 4.15 -0.30 0.271
F -3.32 5.51 -0.19 -0.307
```

ΔE to the lowest compared entry with this formula, charge and spin: 13.1 kJ/mol
gap between HOMO and LUMO: 5.79 eV
maximum force: 0.0666 hartree/bohr
calculated total energy: -4395.20143 Ha

***

The following is a quantum chemistry calculation of a single C12H12ClN3 molecule, from the Open Molecules 2025 dataset.

```
28
Properties=species:S:1:pos:R:3:nbo_charge:R:1
Cl 1.88 0.08 5.78 -0.003
N 0.54 -1.75 -2.09 -0.244
C -0.17 -0.66 -2.18 0.134
C 0.50 -0.65 -0.05 0.168
C -0.16 0.11 -0.99 -0.146
C 1.98 -1.19 3.43 -0.228
C 0.60 0.78 3.45 -0.220
C 1.69 -1.36 2.07 -0.208
C 0.27 0.58 2.08 -0.214
C 1.41 -0.12 4.11 -0.026
C 0.81 -0.48 1.38 0.001
N 0.95 -1.75 -0.79 -0.354
N -1.52 1.78 -2.21 -0.636
C -0.88 1.44 -0.93 -0.233
C -0.96 -0.32 -3.38 -0.438
C -2.07 0.70 -3.05 -0.201
H 2.68 -1.83 3.94 0.233
H 0.15 1.64 3.97 0.230
H 2.14 -2.20 1.53 0.204
H -0.37 1.35 1.68 0.223
H 1.54 -2.48 -0.40 0.400
H -2.19 2.54 -2.10 0.368
H -0.15 2.21 -0.63 0.208
H -1.67 1.34 -0.20 0.175
H -1.37 -1.22 -3.81 0.228
H -0.27 0.17 -4.11 0.220
H -2.89 0.13 -2.55 0.155
H -2.48 1.15 -3.94 0.205
```

ΔE to the lowest compared entry with this formula, charge and spin: 0.0 kJ/mol
gap between HOMO and LUMO: 8.86 eV
maximum force: 0.0466 hartree/bohr
calculated total energy: -1088.92121 Ha

***

The following is a quantum chemistry calculation of an isolated ion of composition C2H2NO2 and charge -1, from the Open Molecules 2025 dataset.

```
7
Properties=species:S:1:pos:R:3:nbo_charge:R:1
C 0.19 -0.20 0.14 -0.116
C 2.59 -0.05 0.07 0.835
N 1.33 -0.24 0.75 -0.413
O 3.08 -1.00 -0.48 -0.721
O 2.99 1.24 0.24 -0.836
H -0.73 -0.41 0.56 0.130
H 0.10 -0.27 -0.89 0.121
```

ΔE to the lowest compared entry with this formula, charge and spin: 66.1 kJ/mol
gap between HOMO and LUMO: 8.21 eV
maximum force: 0.1176 hartree/bohr
charge: -1
calculated total energy: -282.66614 Ha

***

The following is a quantum chemistry calculation of C13H27Hg2O7S3 as an isolated structure, from the Open Molecules 2025 dataset.

```
52
Properties=species:S:1:pos:R:3:nbo_charge:R:1
Hg 1.98 1.86 2.60 1.710
Hg 3.81 -1.76 0.54 1.597
C 1.49 0.29 0.16 -0.279
O 2.51 0.02 1.16 -0.987
H 0.51 0.47 0.62 0.198
H 1.62 1.24 -0.36 0.209
H 1.47 -0.64 -0.39 0.179
C -0.35 3.87 -2.06 -0.419
C 0.54 5.18 -2.17 -0.418
C 1.26 5.28 -0.82 -0.640
S 0.26 4.50 0.48 2.100
O -0.24 5.55 1.33 -0.847
O 0.93 3.34 1.14 -1.107
C -1.05 3.94 -0.69 -0.621
H 0.17 2.91 -2.15 0.206
H -1.08 3.76 -2.85 0.269
H -0.08 6.07 -2.29 0.247
H 1.16 5.23 -3.07 0.269
H 1.50 6.27 -0.45 0.291
H 2.20 4.74 -0.71 0.236
H -1.72 4.79 -0.65 0.273
H -1.62 3.09 -0.31 0.276
C 0.56 -5.11 -1.63 -0.406
C 1.99 -5.58 -1.90 -0.416
C 2.50 -4.82 -3.12 -0.597
S 2.08 -3.03 -2.80 2.096
O 1.70 -2.31 -3.99 -0.813
O 3.08 -2.46 -1.87 -1.034
C 0.60 -3.62 -1.97 -0.721
H 0.40 -5.31 -0.57 0.233
H -0.15 -5.73 -2.17 0.256
H 2.33 -6.61 -1.99 0.281
H 2.64 -5.31 -1.05 0.194
H 1.95 -4.95 -4.05 0.265
H 3.55 -5.03 -3.32 0.275
H -0.16 -3.66 -2.76 0.305
H 0.16 -2.82 -1.37 0.249
C -2.72 -1.51 3.36 -0.434
C -3.80 -0.43 3.55 -0.409
C -3.16 0.96 3.37 -0.603
S -1.80 0.73 2.16 2.098
O -0.59 1.48 2.57 -1.046
O -2.28 0.87 0.80 -0.894
C -1.51 -1.02 2.59 -0.645
H -3.13 -2.46 3.03 0.260
H -2.38 -1.71 4.37 0.235
H -4.25 -0.46 4.54 0.262
H -4.61 -0.46 2.83 0.241
H -2.69 1.27 4.30 0.253
H -3.81 1.75 2.99 0.284
H -0.62 -0.95 3.22 0.228
H -1.17 -1.69 1.80 0.255
```

ΔE to the lowest compared entry with this formula, charge and spin: 164.7 kJ/mol
gap between HOMO and LUMO: 3.87 eV
maximum force: 0.0726 hartree/bohr
charge: +3
calculated total energy: -2538.28624 Ha

***

The following is a quantum chemistry calculation of an isolated ion of composition C31H51BF2N3OSi and charge +1, from the Open Molecules 2025 dataset.

```
90
Properties=species:S:1:pos:R:3:mulliken_charge:R:1
C -2.74 -2.61 9.02 -0.916
C -3.55 -3.66 8.01 -0.450
C -4.07 -2.90 6.63 -0.523
C -3.45 -3.69 5.30 -0.674
C -1.93 -3.14 4.89 -0.522
C -1.80 -2.78 3.27 0.211
C -0.52 -3.59 2.65 -0.883
C 0.04 -3.05 1.22 -0.368
C -0.69 -1.72 0.61 -0.676
C -0.41 -1.77 -1.04 0.644
C -1.50 -2.56 -1.98 -0.450
C -2.00 -4.00 -1.38 0.389
C -1.58 -5.39 -2.22 -0.481
C -2.06 -6.89 -1.67 -0.477
C -2.92 -7.10 -0.27 -0.403
C -3.34 -5.75 0.56 -0.448
C -2.90 -4.24 -0.02 -0.226
C -0.49 -0.14 -1.42 -1.944
C 0.58 0.32 -2.57 1.095
B -0.37 0.54 -3.92 0.592
N -0.47 1.88 -4.68 -0.705
O -1.23 -0.56 -4.48 -0.564
C 1.73 1.45 -2.22 0.763
F 2.44 1.12 -0.93 -0.369
F 2.75 1.35 -3.32 -0.366
C 1.15 2.98 -2.03 -0.539
C 2.13 4.08 -2.76 -0.561
Si 1.98 5.87 -2.03 0.239
C 0.43 6.84 -2.66 -0.903
C 1.85 5.76 -0.08 -0.928
C 3.66 6.76 -2.42 0.522
C 4.15 8.06 -1.54 -0.287
C 5.63 8.71 -1.93 -0.418
C 6.58 8.07 -3.13 -0.340
C 6.06 6.78 -4.00 -0.378
C 4.57 6.11 -3.64 -0.214
C 1.47 -1.09 -2.61 -1.133
N 1.55 -1.77 -3.99 -0.624
N 1.02 -2.07 -1.50 0.043
H -2.42 -3.25 9.95 0.298
H -3.45 -1.75 9.38 0.265
H -1.84 -2.18 8.40 0.232
H -4.51 -4.14 8.54 0.279
H -2.83 -4.54 7.67 0.270
H -3.76 -1.75 6.64 0.313
H -5.24 -2.95 6.58 0.294
H -4.21 -3.50 4.44 0.277
H -3.46 -4.84 5.59 0.298
H -1.12 -3.90 5.26 0.295
H -1.79 -2.13 5.47 0.220
H -1.74 -1.61 3.19 0.259
H -2.77 -3.24 2.77 -0.278
H 0.34 -3.59 3.45 0.429
H -0.84 -4.73 2.49 0.154
H 0.09 -3.97 0.47 0.173
H 1.18 -2.76 1.40 0.302
H -0.13 -0.78 1.08 0.428
H -1.85 -1.68 0.72 0.258
H -0.93 -2.81 -3.00 0.245
H -2.44 -1.93 -2.28 0.313
H -0.98 -5.38 -3.22 0.257
H -1.81 -7.90 -2.26 0.279
H -3.25 -8.13 0.18 0.317
H -3.95 -5.80 1.58 0.287
H -3.27 -3.33 0.62 0.376
H -1.55 0.03 -1.93 0.249
H -0.54 0.63 -0.54 0.365
H -1.16 2.43 -4.09 0.346
H 0.45 2.36 -4.69 0.288
H -2.11 -0.10 -4.63 0.305
H 0.04 3.13 -2.41 0.172
H 1.10 3.17 -0.85 0.299
H 3.25 3.74 -2.54 0.330
H 2.04 4.08 -3.95 0.242
H 0.15 6.57 -3.76 0.285
H -0.48 6.47 -1.98 0.257
H 0.49 8.01 -2.49 0.271
H 2.37 6.74 0.31 0.304
H 0.72 5.68 0.24 0.242
H 2.48 4.81 0.24 0.227
H 3.50 8.54 -0.66 0.175
H 6.07 9.65 -1.36 0.270
H 7.65 8.52 -3.39 0.277
H 6.68 6.27 -4.86 0.278
H 4.25 5.19 -4.29 0.184
H 2.63 -1.01 -2.35 0.369
H 2.22 -2.58 -3.89 0.316
H 2.06 -1.10 -4.63 0.310
H 1.27 -3.07 -1.63 0.483
H 1.64 -1.77 -0.70 0.592
```

gap between HOMO and LUMO: 7.44 eV
maximum force: 0.1013 hartree/bohr
charge: +1
calculated total energy: -1964.36390 Ha